Record 1
The following is a quantum chemistry calculation of 3 unconnected molecules or ions with the total composition C3H11O4 in a non-equilibrium geometry, from the Open Molecules 2025 dataset.

Results
Net charge: -1
HOMO-LUMO gap, eV: 9.14
LUMO level, eV: 4.1
Maximum force, eV Å⁻¹: 1.31
Relative energy (zero: lowest compared OMol25 entry of this formula, charge and spin), kcal/mol: 13.6
Total energy, eV: -11480.19080
Spin multiplicity: 1
E_HOMO, eV: -5.02

Element x y z (Å)
C: 0.105 -1.867 -1.056
O: -0.969 -1.050 -1.505
C: 1.288 -1.045 -0.564
C: 1.371 -0.683 0.901
O: 0.248 -0.041 1.440
H: -0.271 -2.606 -0.340
H: 0.423 -2.375 -1.971
H: 1.293 -0.131 -1.153
H: 2.228 -1.503 -0.900
H: 1.441 -1.582 1.542
H: 2.329 -0.167 1.096
H: -0.498 0.409 0.842
H: -1.141 -0.290 -0.839
H: -2.380 0.786 0.409
O: -1.521 0.898 -0.016
H: -0.849 2.425 0.299
H: -0.378 3.206 1.512
O: -0.252 3.178 0.562

Forces on the atoms, in the same order (eV/Å):
-0.6 0.7 -0.9
0.2 -0.2 0.4
0.5 0.1 -0.3
-0.7 -0.6 0.9
0.1 0.4 0.4
0.3 -0.1 0.3
0.1 -0.4 0.2
-0.3 0.4 -0.1
0.0 -0.3 0.4
0.3 -0.3 -0.5
-0.3 0.4 -0.2
0.8 -0.4 -0.2
-0.3 -0.3 -0.5
0.2 -0.1 -0.2
-0.5 0.6 0.4
0.3 -0.2 -0.2
0.2 0.0 0.2
-0.3 0.3 -0.1



Record 2
The following is a quantum chemistry calculation of a single C20H25FN2O2S molecule in a non-equilibrium geometry, from the Open Molecules 2025 dataset.

Results
Net charge: 0
HOMO-LUMO gap, eV: 8.71
LUMO level, eV: 0.3
Maximum force, eV Å⁻¹: 1.37
Relative energy (zero: lowest compared OMol25 entry of this formula, charge and spin), kcal/mol: 0.0
Total energy, eV: -41775.10846
SMILES: Cc1oc(-c2ccccc2F)nc1CSCC(=O)N[C@H]1CC[C@H](C)CC1
Spin multiplicity: 1
E_HOMO, eV: -8.37

Element x y z (Å)
C: -3.292 -3.523 0.772
C: -2.515 -2.276 0.583
O: -3.157 -1.117 0.327
C: -2.194 -0.186 0.197
C: -2.506 1.197 -0.087
C: -1.466 2.118 -0.234
C: -1.729 3.445 -0.503
C: -3.038 3.886 -0.633
C: -4.086 2.993 -0.492
C: -3.814 1.665 -0.222
F: -4.852 0.819 -0.088
N: -0.993 -0.674 0.355
C: -1.170 -2.003 0.610
C: -0.039 -2.930 0.819
S: 0.577 -3.553 -0.809
C: 2.365 -3.389 -0.548
C: 2.839 -1.974 -0.208
O: 3.813 -1.822 0.501
N: 2.125 -0.996 -0.781
C: 2.342 0.425 -0.557
C: 3.746 0.845 -0.994
C: 3.939 2.342 -0.777
C: 3.726 2.716 0.690
C: 3.930 4.213 0.906
C: 2.324 2.287 1.126
C: 2.120 0.791 0.913
H: -4.337 -3.332 0.544
H: -3.213 -3.873 1.801
H: -2.914 -4.304 0.114
H: -0.458 1.755 -0.126
H: -0.913 4.144 -0.612
H: -3.245 4.924 -0.843
H: -5.112 3.309 -0.588
H: 0.796 -2.415 1.291
H: -0.345 -3.794 1.408
H: 2.683 -4.072 0.240
H: 2.825 -3.702 -1.487
H: 1.269 -1.265 -1.246
H: 1.604 0.947 -1.177
H: 4.476 0.287 -0.406
H: 3.893 0.593 -2.047
H: 4.946 2.628 -1.088
H: 3.229 2.896 -1.397
H: 4.458 2.171 1.295
H: 3.788 4.472 1.953
H: 4.934 4.509 0.613
H: 3.218 4.784 0.313
H: 2.174 2.529 2.180
H: 1.584 2.848 0.549
H: 2.836 0.233 1.518
H: 1.111 0.494 1.207

Forces on the atoms, in the same order (eV/Å):
0.0 0.2 0.0
1.3 -0.4 0.2
-0.4 0.3 -0.1
1.0 -0.6 0.2
-0.6 0.3 -0.1
-0.2 -0.1 0.0
0.1 0.1 0.0
0.0 -0.1 0.0
0.0 -0.1 0.0
0.2 0.1 0.0
0.1 0.1 0.0
-0.4 0.8 -0.2
-1.1 -0.4 0.1
0.1 -0.4 -0.5
0.0 0.0 0.1
-0.3 -0.2 0.1
-0.3 -0.5 -0.3
0.4 0.1 0.3
-0.3 0.2 -0.3
0.4 -0.1 0.4
-0.2 0.2 -0.2
0.2 -0.3 0.2
-0.2 0.4 -0.2
0.1 -0.3 0.0
0.3 -0.3 0.1
-0.2 0.2 -0.1
-0.1 -0.1 0.0
-0.1 -0.1 0.0
-0.1 -0.1 0.0
0.2 0.0 0.0
0.1 0.0 0.0
0.0 0.1 0.0
-0.1 0.0 0.0
-0.1 0.0 0.2
0.1 0.1 0.1
0.1 0.2 -0.1
0.0 0.0 0.0
0.1 -0.1 0.1
0.0 0.0 0.0
0.0 0.0 0.0
0.0 -0.1 0.0
0.0 0.1 -0.1
0.0 0.1 0.0
0.0 -0.1 0.0
0.0 0.1 0.1
0.1 0.1 0.0
-0.1 0.1 -0.1
-0.1 0.1 0.0
-0.1 0.1 0.0
0.0 0.0 0.0
0.1 0.0 0.0



Record 3
The following is a quantum chemistry calculation of 3 unconnected molecules or ions with the total composition C5H9IO in a non-equilibrium geometry, from the Open Molecules 2025 dataset.

Results
Net charge: 0
HOMO-LUMO gap, eV: 9.80
LUMO level, eV: 0.7
Maximum force, eV Å⁻¹: 5.25
Relative energy (zero: lowest compared OMol25 entry of this formula, charge and spin), kcal/mol: 40.2
Total energy, eV: -15476.77232
Spin multiplicity: 1
E_HOMO, eV: -9.07

Element x y z (Å)
C: 1.875 0.989 0.094
C: -2.105 0.750 0.469
C: -1.023 -0.813 -1.180
C: 0.111 -0.326 1.090
C: -0.900 -0.184 0.228
O: 1.478 2.041 0.062
I: 4.959 -0.064 -0.529
H: -3.020 0.545 -0.141
H: -1.816 1.761 0.266
H: -2.437 0.824 1.479
H: -0.168 -1.346 -1.498
H: -1.384 -0.155 -2.058
H: -1.723 -1.497 -1.111
H: 5.116 -1.543 -0.179
H: 0.046 0.026 2.064
H: 0.991 -1.006 0.944

Forces on the atoms, in the same order (eV/Å):
0.5 0.2 -0.3
0.0 -0.6 -0.4
2.4 4.1 -0.4
-0.2 -2.5 -1.5
-1.1 0.6 -1.3
-0.1 0.7 -0.1
0.1 1.7 -0.5
1.0 -0.2 0.3
0.3 0.7 -0.6
-0.1 -0.4 1.0
1.3 -0.3 -0.3
0.8 -0.4 1.7
-3.8 -3.6 0.4
0.2 -1.8 0.4
-0.2 1.0 1.6
-1.2 0.7 -0.2



Record 4
The following is a quantum chemistry calculation of 5 unconnected molecules or ions with the total composition C41H73F12NO13SSi, from the Open Molecules 2025 dataset.

Results
Net charge: 0
HOMO-LUMO gap, eV: 8.85
LUMO level, eV: 0.4
Maximum force, eV Å⁻¹: 0.82
Total energy, eV: -123131.37199
SMILES: CCCCCCC[C@@H](O[C@](S)(COCCOCC)[Si](C)(C)C)[C@@H](CCN(CC)C(C)=O)OC.CCOC(=O)C(F)(F)F.CCOC(=O)C(F)(F)F.CCOC(=O)C(F)(F)F.CCOC(=O)C(F)(F)F
Spin multiplicity: 1
E_HOMO, eV: -8.44

Element x y z (Å)
C: -4.456 0.636 -2.967
C: -5.032 -0.448 -2.048
C: -3.905 -1.283 -1.426
C: -3.522 -2.495 -2.274
C: -2.176 -3.097 -1.882
C: -2.143 -3.606 -0.437
C: -0.826 -4.333 -0.082
C: -0.094 -3.773 1.155
O: 0.338 -4.871 1.961
C: -0.277 -5.093 3.215
S: -0.009 -3.689 4.383
C: 0.470 -6.310 3.772
O: 1.851 -6.038 3.832
C: 2.706 -7.048 3.355
C: 3.913 -7.233 4.266
O: 4.397 -5.999 4.738
C: 5.789 -5.812 4.547
C: 6.221 -4.572 5.325
Si: -2.144 -5.542 3.132
C: -2.675 -6.293 4.792
C: -3.216 -4.006 2.882
C: -2.481 -6.845 1.809
C: 1.183 -3.006 0.754
C: 0.978 -2.017 -0.396
C: 2.279 -1.326 -0.834
N: 2.412 0.052 -0.335
C: 1.884 1.055 -1.261
C: 1.407 2.313 -0.506
C: 3.740 0.340 0.116
C: 4.836 0.498 -0.916
O: 3.978 0.469 1.285
O: 1.832 -2.416 1.859
C: 1.230 -1.250 2.402
H: -5.196 1.403 -3.205
H: -3.639 1.142 -2.452
H: -4.101 0.237 -3.919
H: -5.613 0.045 -1.266
H: -5.718 -1.075 -2.622
H: -3.025 -0.637 -1.328
H: -4.186 -1.587 -0.415
H: -4.306 -3.256 -2.195
H: -3.485 -2.176 -3.321
H: -1.401 -2.333 -1.994
H: -1.951 -3.928 -2.556
H: -2.304 -2.771 0.245
H: -2.978 -4.306 -0.334
H: -0.159 -4.383 -0.944
H: -1.059 -5.371 0.155
H: -0.732 -3.076 1.703
H: -1.207 -3.750 4.983
H: 0.110 -6.542 4.777
H: 0.253 -7.166 3.120
H: 3.066 -6.760 2.358
H: 2.202 -8.016 3.258
H: 3.705 -7.924 5.091
H: 4.685 -7.721 3.655
H: 5.982 -5.691 3.475
H: 6.349 -6.687 4.899
H: 5.488 -4.397 6.111
H: 6.237 -3.700 4.673
H: 7.209 -4.713 5.760
H: -1.928 -6.209 5.580
H: -2.975 -7.334 4.663
H: -3.564 -5.766 5.147
H: -3.923 -3.941 3.712
H: -2.638 -3.082 2.903
H: -3.811 -4.075 1.972
H: -1.536 -7.272 1.467
H: -2.939 -6.370 0.938
H: -3.134 -7.630 2.185
H: 1.874 -3.778 0.394
H: 0.603 -2.539 -1.274
H: 0.236 -1.247 -0.161
H: 2.293 -1.294 -1.932
H: 3.146 -1.928 -0.550
H: 1.033 0.616 -1.779
H: 2.636 1.354 -2.002
H: 0.321 2.390 -0.518
H: 1.735 2.255 0.532
H: 1.838 3.225 -0.920
H: 5.789 0.466 -0.390
H: 4.764 1.469 -1.404
H: 4.821 -0.303 -1.655
H: 1.272 -1.325 3.487
H: 0.174 -1.151 2.130
H: 1.765 -0.355 2.090
C: -7.409 -10.002 2.645
C: -8.452 -8.922 2.823
O: -7.839 -7.633 3.041
C: -7.432 -6.994 1.956
O: -7.517 -7.360 0.823
C: -6.839 -5.626 2.355
F: -6.025 -5.739 3.410
F: -7.822 -4.776 2.675
F: -6.150 -5.106 1.345
H: -6.729 -10.018 3.497
H: -7.891 -10.975 2.563
H: -6.818 -9.831 1.745
H: -9.052 -9.101 3.713
H: -9.124 -8.865 1.968
C: 2.278 5.524 -4.712
C: 2.095 4.532 -3.587
O: 0.717 4.109 -3.467
C: 0.328 3.157 -4.296
O: 0.980 2.605 -5.131
C: -1.143 2.792 -4.005
F: -1.901 3.881 -3.841
F: -1.219 2.063 -2.881
F: -1.658 2.078 -5.000
H: 1.609 6.376 -4.584
H: 3.300 5.878 -4.732
H: 2.053 5.066 -5.676
H: 2.332 4.987 -2.628
H: 2.733 3.658 -3.713
C: 5.450 12.035 -2.525
C: 6.328 10.824 -2.306
O: 5.582 9.603 -2.526
C: 5.449 9.223 -3.783
O: 5.878 9.758 -4.761
C: 4.656 7.899 -3.835
F: 3.589 7.934 -3.030
F: 5.429 6.875 -3.446
F: 4.239 7.652 -5.077
H: 4.559 11.979 -1.899
H: 6.000 12.944 -2.279
H: 5.129 12.098 -3.565
H: 6.663 10.764 -1.273
H: 7.208 10.832 -2.947
C: -2.220 12.348 -2.900
C: -1.338 11.620 -1.911
O: 0.057 11.932 -2.124
C: 0.485 13.066 -1.596
O: -0.144 13.860 -0.964
C: 1.995 13.224 -1.875
F: 2.292 12.922 -3.141
F: 2.688 12.396 -1.071
F: 2.397 14.465 -1.635
H: -1.909 12.127 -3.921
H: -3.256 12.037 -2.773
H: -2.163 13.427 -2.756
H: -1.407 10.543 -2.045
H: -1.608 11.852 -0.881

Forces on the atoms, in the same order (eV/Å):
-0.3 0.1 0.1
0.3 0.3 -0.2
-0.2 -0.1 -0.1
0.1 0.2 0.1
-0.2 0.0 0.2
0.3 -0.1 -0.6
-0.5 -0.1 0.5
0.5 0.1 -0.6
0.0 0.5 0.2
0.0 -0.6 0.2
0.1 0.1 -0.1
0.1 0.1 -0.1
-0.2 -0.3 0.2
0.3 0.2 -0.2
0.3 -0.2 -0.4
0.0 -0.1 0.1
0.0 0.1 0.1
-0.2 -0.1 -0.4
-0.6 0.0 0.4
-0.1 0.2 -0.1
0.0 -0.1 0.2
0.4 0.5 -0.1
-0.2 0.0 -0.2
0.2 0.2 -0.2
0.0 0.1 -0.4
-0.1 -0.3 -0.1
-0.1 0.5 0.4
0.3 -0.2 0.1
0.0 0.2 0.0
0.3 -0.1 0.2
0.0 0.0 0.2
0.0 -0.1 0.0
-0.1 0.2 0.2
-0.1 -0.1 0.0
0.1 0.0 -0.1
0.2 -0.1 0.1
0.0 -0.1 0.0
0.0 -0.1 0.1
0.0 0.0 0.1
0.0 -0.1 0.0
0.0 0.0 0.0
0.0 -0.1 0.0
0.0 -0.1 -0.2
0.2 0.0 0.0
-0.1 0.0 0.0
-0.1 0.1 0.2
0.0 0.1 0.0
0.1 0.0 0.0
-0.1 -0.3 0.2
-0.1 0.0 0.0
-0.1 0.0 0.0
0.1 0.0 0.0
-0.1 0.0 0.0
-0.1 0.0 0.0
-0.1 0.3 0.2
-0.1 -0.1 0.0
0.1 -0.1 0.0
-0.1 -0.1 0.0
0.1 0.0 0.1
0.0 0.1 0.1
0.0 0.1 0.0
0.0 -0.1 0.0
0.2 -0.1 0.1
0.0 0.0 0.0
0.0 0.0 0.0
0.0 0.0 -0.2
0.1 0.1 -0.1
-0.1 -0.2 0.0
-0.1 -0.1 0.0
0.0 0.0 0.0
0.1 0.0 0.1
-0.1 -0.1 0.1
0.0 0.0 0.1
0.1 -0.1 0.0
0.0 0.1 0.2
0.1 -0.1 -0.1
-0.1 -0.2 -0.2
0.0 0.1 0.0
-0.1 0.0 0.0
-0.1 0.0 -0.1
0.0 0.0 0.0
-0.1 -0.1 -0.1
-0.2 0.1 -0.1
0.0 0.0 0.0
0.0 0.0 0.0
0.0 0.0 -0.1
0.2 0.1 0.0
-0.2 -0.3 0.0
0.0 0.1 0.0
-0.1 -0.1 0.0
0.0 0.0 0.0
0.1 0.0 0.0
0.0 0.0 0.0
0.0 0.0 0.0
0.0 0.0 0.0
-0.1 0.0 0.0
0.0 0.0 0.0
-0.1 0.0 0.0
0.1 0.1 0.1
0.1 0.1 -0.1
-0.4 -0.3 -0.1
0.4 0.2 0.1
0.0 0.0 0.0
0.1 0.0 0.1
0.0 0.0 0.0
-0.3 0.0 -0.1
0.1 0.0 0.0
0.1 0.0 0.1
0.1 0.0 0.0
0.1 0.1 0.1
-0.1 -0.2 0.0
0.1 0.0 0.0
-0.1 0.0 0.0
-0.1 -0.1 -0.1
-0.2 -0.1 -0.1
0.2 0.3 0.1
0.0 -0.1 0.0
0.1 0.1 0.1
0.0 0.0 -0.1
-0.1 0.0 -0.1
0.0 0.0 0.0
0.0 0.0 0.0
0.3 0.4 0.0
0.3 0.0 -0.1
0.0 0.0 0.0
0.1 0.0 0.0
-0.1 -0.1 0.0
-0.1 -0.1 -0.1
0.2 0.1 -0.1
-0.4 -0.2 0.0
0.1 0.0 0.0
-0.1 -0.1 0.0
0.0 0.1 0.0
0.0 0.0 0.0
0.0 0.0 0.0
-0.3 0.0 0.1
0.0 0.0 0.0
0.0 -0.1 0.0
0.0 0.0 0.0
0.0 0.0 0.1
0.1 0.0 0.0
0.1 0.1 0.0



Record 5
The following is a quantum chemistry calculation of a molecular structure, C15H14CaFN3O5 in a non-equilibrium geometry, from the Open Molecules 2025 dataset.

Results
Net charge: 0
HOMO-LUMO gap, eV: 8.38
LUMO level, eV: -0.4
Maximum force, eV Å⁻¹: 3.14
Relative energy (zero: lowest compared OMol25 entry of this formula, charge and spin), kcal/mol: 12.7
Total energy, eV: -51649.63819
Spin multiplicity: 1
E_HOMO, eV: -8.78

Element x y z (Å)
Ca: 0.042 -0.127 0.479
N: -0.358 2.201 0.273
N: -1.762 2.262 0.130
C: -2.458 1.055 -0.196
O: -3.540 1.189 -0.727
O: -1.869 -0.008 0.149
H: -0.068 2.790 1.055
H: 0.137 2.514 -0.572
H: -2.129 3.060 -0.388
C: 6.387 -3.598 -0.016
C: 5.286 -4.597 0.344
C: 5.378 -5.812 -0.576
C: 4.308 -6.827 -0.204
C: 2.965 -6.171 -0.314
C: 1.854 -6.902 -0.669
C: 0.611 -6.285 -0.787
F: -0.440 -7.032 -1.159
C: 0.452 -4.949 -0.531
C: 1.572 -4.193 -0.159
C: 1.382 -2.779 0.127
O: 0.259 -2.251 0.084
C: 2.582 -2.061 0.452
C: 3.781 -2.686 0.500
N: 3.945 -4.007 0.244
C: 2.850 -4.785 -0.071
C: 2.185 -0.617 0.656
O: 1.731 -0.310 1.769
O: 2.019 0.061 -0.372
H: 7.310 -4.140 -0.210
H: 6.591 -2.892 0.786
H: 6.126 -3.047 -0.917
H: 5.429 -4.929 1.381
H: 6.365 -6.263 -0.489
H: 5.237 -5.487 -1.608
H: 4.463 -7.174 0.822
H: 4.350 -7.698 -0.858
H: 1.933 -7.961 -0.864
H: -0.508 -4.461 -0.610
H: 4.667 -2.128 0.752

Forces on the atoms, in the same order (eV/Å):
-1.0 0.7 0.5
0.0 0.9 -0.2
-0.2 0.6 -0.2
-0.7 0.8 -0.2
-0.4 0.1 -0.2
-2.9 -0.3 -0.3
-0.1 -0.1 -0.3
-0.2 0.0 0.4
0.2 -0.3 0.2
-0.1 -0.1 0.1
0.7 -0.3 -0.1
-0.2 -0.1 0.3
0.1 0.1 -0.1
0.0 -0.1 0.0
-0.1 0.3 0.0
0.1 0.4 0.1
0.0 0.0 0.0
0.0 -0.4 -0.1
0.2 -0.1 0.0
0.8 -1.0 -0.1
0.0 -1.0 -0.2
-0.5 0.1 -0.1
-0.3 0.2 0.0
0.1 0.4 0.1
-0.8 -0.1 -0.1
3.0 -0.9 0.1
1.0 0.0 1.6
1.1 0.4 -1.0
0.0 -0.1 0.0
0.0 0.1 0.0
0.0 0.1 -0.1
0.0 0.0 -0.1
0.1 0.1 0.0
0.1 0.0 -0.1
0.1 0.0 0.0
0.0 0.0 0.0
0.0 -0.1 0.0
0.0 0.0 0.0
0.1 0.0 0.0